No. 1
The following is a DFT calculation (ωB97M-V/def2-TZVPD) of a gas-phase ion, C24H25Cl2Si (charge +1) in a non-equilibrium geometry.

Geometry (Å):
Cl -0.152 1.749 5.648
C -0.823 1.535 4.093
C -1.204 2.639 3.322
C -1.953 2.450 2.162
C -2.371 1.169 1.764
C -3.482 1.047 0.696
C -3.131 0.129 -0.496
C -3.123 0.653 -1.803
C -3.127 -0.185 -2.917
C -2.973 -1.566 -2.745
Cl -3.157 -2.634 -4.065
C -2.701 -2.061 -1.465
C -2.746 -1.208 -0.361
C -1.839 0.077 2.451
C -1.058 0.249 3.599
H -0.964 3.647 3.690
H -2.246 3.321 1.566
H -3.621 2.051 0.282
H -3.097 1.744 -1.954
H -3.294 0.215 -3.922
H -2.498 -3.122 -1.338
H -2.399 -1.599 0.593
H -2.014 -0.944 2.118
H -0.694 -0.612 4.169
C -7.060 -0.925 -0.292
Si -6.573 0.777 0.355
C -6.193 1.930 -1.066
C -8.191 1.422 1.103
C -4.806 0.675 1.384
C -5.186 1.541 2.511
C -4.784 1.333 3.862
C -4.518 2.451 4.717
C -3.886 2.283 5.934
C -3.587 1.004 6.412
C -3.951 -0.112 5.649
C -4.542 0.031 4.409
H -7.653 -0.823 -1.214
H -6.180 -1.535 -0.526
H -7.682 -1.474 0.429
H -6.974 1.867 -1.838
H -6.140 2.966 -0.708
H -5.237 1.676 -1.533
H -8.935 1.597 0.303
H -8.657 0.714 1.806
H -8.070 2.379 1.634
H -4.797 -0.387 1.658
H -5.758 2.454 2.290
H -4.751 3.451 4.334
H -3.614 3.157 6.533
H -3.094 0.881 7.360
H -3.755 -1.109 6.039
H -4.812 -0.845 3.810

Net charge: +1
ΔE to the lowest compared entry with this formula, charge and spin in kcal/mol: 14.10
E_LUMO in eV: -5.82
Gap between HOMO and LUMO in eV: 5.615

=====

No. 2
The following is a DFT calculation (ωB97M-V/def2-TZVPD) of C6H9N3O in the gas phase in a non-equilibrium geometry.

Geometry (Å):
C -0.004 -2.556 0.262
C 1.193 -2.394 0.780
C -0.462 -1.160 -0.098
C 2.012 1.577 0.203
C -3.069 -0.015 -0.612
C 0.744 0.865 0.004
N 1.694 -1.115 0.678
N -2.686 -0.303 0.549
N 0.695 -0.394 0.144
O -1.457 -0.752 0.884
H -0.592 -3.426 -0.004
H 1.777 -3.197 1.228
H -0.841 -1.003 -1.171
H 2.321 2.039 -0.764
H 2.747 0.815 0.374
H 1.915 2.455 1.007
H -3.908 0.579 -0.674
H -2.578 -0.175 -1.531
H -0.270 1.274 -0.104

ΔE to the lowest compared entry with this formula, charge and spin in kcal/mol: 140.59
E_LUMO (alpha / beta) in eV: 0.39 / 0.38
Gap between HOMO and LUMO (alpha / beta) in eV: 7.534 / 7.533

=====

No. 3
The following is a DFT calculation (ωB97M-V/def2-TZVPD) of a molecular structure, C31H31Br2N2O4RuSi2 in a non-equilibrium geometry.

Geometry (Å):
Ru 0.202 1.104 0.368
C -1.392 1.358 3.471
Si -1.910 1.378 1.666
C -2.932 -0.147 1.279
C -2.810 2.939 1.204
C -4.008 3.322 1.817
C -4.655 4.483 1.435
C -4.113 5.280 0.431
C -2.929 4.909 -0.180
C -2.266 3.738 0.201
Si -0.659 3.236 -0.607
C 0.680 4.497 -0.278
C -0.886 2.898 -2.430
H -2.291 1.494 4.080
H -0.709 2.171 3.717
H -0.937 0.409 3.760
H -3.904 -0.033 1.768
H -2.471 -1.062 1.650
H -3.119 -0.260 0.210
H -4.446 2.712 2.600
H -5.581 4.772 1.914
H -4.617 6.189 0.129
H -2.520 5.544 -0.960
H 0.345 5.458 -0.680
H 1.626 4.233 -0.748
H 0.852 4.635 0.791
H -1.287 3.804 -2.894
H -1.603 2.095 -2.603
H 0.048 2.639 -2.925
C 2.254 0.940 3.025
O 1.395 0.156 2.182
C 1.405 -1.208 2.328
C 2.081 -1.893 3.317
C 1.990 -3.285 3.346
Br 2.906 -4.227 4.693
C 1.247 -3.974 2.411
C 0.567 -3.275 1.413
C 0.650 -1.890 1.373
O 0.015 -1.165 0.419
C -0.232 -3.906 0.370
N -0.826 -3.183 -0.554
C -1.483 -4.080 -1.382
C -2.262 -3.862 -2.517
C -2.791 -4.970 -3.142
C -2.559 -6.269 -2.659
C -1.790 -6.499 -1.537
C -1.258 -5.377 -0.912
N -0.455 -5.232 0.210
H 1.951 0.836 4.067
H 2.136 1.969 2.697
H 3.290 0.633 2.882
H 2.673 -1.377 4.057
H 1.201 -5.053 2.463
H -0.474 -1.847 -0.209
H -2.438 -2.862 -2.888
H -3.401 -4.842 -4.026
H -2.995 -7.108 -3.183
H -1.613 -7.501 -1.170
H -0.104 -5.974 0.789
Br 5.098 2.530 -0.206
C 4.686 1.525 -1.756
C 5.745 1.322 -2.631
C 5.560 0.608 -3.803
C 4.312 0.089 -4.115
C 3.259 0.290 -3.246
C 3.422 1.005 -2.056
C 2.219 1.146 -1.204
O 2.243 1.757 -0.090
O 1.118 0.637 -1.582
H 6.715 1.731 -2.387
H 6.397 0.460 -4.471
H 4.160 -0.466 -5.030
H 2.278 -0.105 -3.470

Net charge: +1
E_LUMO (alpha / beta) in eV: -2.57 / -4.69
⟨S²⟩: 6.01
2S+1: 5
Gap between HOMO and LUMO (alpha / beta) in eV: 8.475 / 6.386

=====

no.,calculated total energy (a.u.)
1,-2139.1431
2,-473.3257
3,-7432.1120